[1]
Density functional theory data (the ωB97M-V functional and the def2-TZVPD basis) for the molecule C6H7N.

Cartesian coordinates (Å):
N: -2.514 -1.448 -1.448
C: -1.472 -1.207 -1.005
C: -0.205 -0.863 -0.356
C: -0.485 -0.157 0.973
C: 0.795 0.504 1.288
C: 1.386 0.814 0.119
C: 0.497 0.353 -0.971
H: 0.437 -1.746 -0.275
H: -1.098 0.776 0.364
H: -1.034 -0.691 1.756
H: 1.051 0.873 2.275
H: 2.210 1.503 -0.029
H: -0.500 1.073 -0.785
H: 0.876 0.307 -1.996

LUMO	0.035	hartree
total charge	0
strongest force on any atom	3.13	eV/A
spin multiplicity	1
total energy	-287.49614	a.u.


[2]
Density functional theory data (the ωB97M-V functional and the def2-TZVPD basis) for a cluster of 2 separate species, C6H7N in total.

Cartesian coordinates (Å):
N: 2.611 -0.608 -1.774
C: 1.664 -0.644 -1.109
C: 0.457 -0.772 -0.288
C: -0.839 -0.236 -0.850
C: -1.572 0.242 0.173
C: -0.766 0.247 1.391
C: 0.465 -0.224 1.121
H: 0.285 -1.854 -0.165
H: 0.451 1.666 -0.727
H: -1.114 -0.315 -1.894
H: -2.589 0.611 0.107
H: -1.108 0.618 2.350
H: 0.857 1.657 -0.099
H: 1.315 -0.295 1.788

LUMO	0.025	hartree
total charge	0
strongest force on any atom	1.17	eV/A
spin multiplicity	1
total energy	-287.49068	a.u.


[3]
Density functional theory data (the ωB97M-V functional and the def2-TZVPD basis) for a structure of composition C6H7N.

Cartesian coordinates (Å):
C: -0.273 1.703 -0.184
C: -2.020 -0.047 -0.033
C: -0.902 0.532 -0.609
C: 0.914 1.367 0.396
C: -0.146 -0.683 0.001
C: 0.964 -1.620 -0.286
N: -1.270 -1.074 0.578
H: -0.809 2.618 0.017
H: -3.056 0.188 0.081
H: 1.600 0.654 0.000
H: 1.329 2.020 1.157
H: 1.942 -1.160 -0.405
H: 0.729 -2.137 -1.222
H: 0.997 -2.361 0.510

LUMO (alpha / beta)	0.001 / 0.001	hartree
total charge	0
strongest force on any atom	1.77	eV/A
spin multiplicity	1
total energy	-287.37892	a.u.


[4]
Density functional theory data (the ωB97M-V functional and the def2-TZVPD basis) for the molecule C6H7N.

Cartesian coordinates (Å):
N: -0.398 3.321 -0.337
C: -0.378 2.206 -0.018
C: -0.206 0.782 0.421
C: 1.113 0.241 -0.189
C: 0.965 -1.245 -0.044
C: -0.307 -1.628 -0.064
C: -1.241 -0.442 -0.037
H: -0.203 0.798 1.503
H: 1.168 0.509 -1.260
H: 2.008 0.643 0.285
H: 1.805 -1.913 0.068
H: -0.606 -2.669 0.078
H: -1.438 0.166 -0.892
H: -2.165 -0.701 0.517

LUMO	0.033	hartree
total charge	0
strongest force on any atom	2.51	eV/A
spin multiplicity	1
total energy	-287.51989	a.u.


[5]
Density functional theory data (the ωB97M-V functional and the def2-TZVPD basis) for the molecule C6H7N.

Cartesian coordinates (Å):
N: -1.058 2.533 -1.190
C: -0.516 1.884 -0.402
C: -0.079 0.819 0.504
C: 1.306 0.189 0.144
C: 0.937 -1.205 -0.298
C: -0.367 -1.447 -0.220
C: -1.172 -0.264 0.226
H: -0.079 1.185 1.538
H: 1.834 0.756 -0.637
H: 1.978 0.163 1.013
H: 1.680 -1.915 -0.650
H: -0.850 -2.364 -0.528
H: -1.802 0.104 -0.597
H: -1.811 -0.439 1.097

LUMO	0.033	hartree
total charge	0
strongest force on any atom	0.89	eV/A
spin multiplicity	1
total energy	-287.54770	a.u.


[6]
Density functional theory data (the ωB97M-V functional and the def2-TZVPD basis) for the molecule C6H7N.

Cartesian coordinates (Å):
C: 0.198 1.042 3.217
C: 0.551 1.120 -0.782
C: -0.027 -0.010 -1.125
C: -0.041 -0.632 0.267
C: 0.823 0.502 0.934
C: -0.580 -0.607 -2.357
N: 0.364 0.966 2.044
H: -0.438 1.861 3.562
H: -1.074 -0.446 0.724
H: 0.411 -1.593 0.272
H: 1.884 0.276 1.110
H: -0.923 -1.589 -2.093
H: 0.326 -0.762 -3.162
H: -1.474 -0.129 -2.610

LUMO (alpha / beta)	-0.023 / -0.008	hartree
total charge	0
strongest force on any atom	3.70	eV/A
spin multiplicity	1
total energy	-287.29451	a.u.


[7]
Density functional theory data (the ωB97M-V functional and the def2-TZVPD basis) for the molecule C6H7N.

Cartesian coordinates (Å):
N: 2.051 -2.533 -0.224
C: 1.488 -1.548 0.006
C: 0.780 -0.298 0.291
C: -0.605 -0.500 0.961
C: -1.419 0.626 0.373
C: -0.815 1.199 -0.664
C: 0.517 0.562 -0.975
H: 1.404 0.279 0.981
H: -1.035 -1.479 0.714
H: -0.525 -0.449 2.051
H: -2.396 0.899 0.760
H: -1.223 2.012 -1.258
H: 0.459 -0.058 -1.879
H: 1.320 1.288 -1.136

LUMO	0.033	hartree
total charge	0
strongest force on any atom	1.10	eV/A
spin multiplicity	1
total energy	-287.55674	a.u.


[8]
Density functional theory data (the ωB97M-V functional and the def2-TZVPD basis) for the molecule C6H7N.

Cartesian coordinates (Å):
N: 0.302 1.310 -3.080
C: 0.359 0.656 -2.127
C: 0.423 -0.138 -0.903
C: -0.911 -0.356 -0.158
C: -0.162 -1.306 1.586
C: -0.162 0.082 1.204
C: 1.019 0.565 0.342
H: 0.914 -1.092 -1.108
H: -1.675 0.394 -0.374
H: -1.356 -1.352 -0.246
H: -1.077 -1.458 2.195
H: -0.708 0.837 1.779
H: 1.033 1.652 0.233
H: 2.001 0.207 0.657

LUMO	0.004	hartree
total charge	0
strongest force on any atom	1.12	eV/A
spin multiplicity	1
total energy	-287.41003	a.u.


[9]
Density functional theory data (the ωB97M-V functional and the def2-TZVPD basis) for the ion C6H7N2O3 with charge -1.

Cartesian coordinates (Å):
C: 0.223 0.690 -0.279
C: -0.397 2.001 0.109
C: -2.029 -0.588 -0.131
C: 0.895 0.106 0.992
C: 0.533 -1.390 0.974
C: -0.573 -0.643 -0.803
N: 1.290 1.067 -1.225
N: -0.634 3.092 0.366
O: -2.687 -1.626 -0.194
O: -2.300 0.512 0.370
O: 0.248 -1.697 -0.366
H: 1.972 0.251 0.902
H: 0.540 0.595 1.897
H: 1.351 -2.036 1.300
H: -0.352 -1.577 1.598
H: -0.634 -0.678 -1.894
H: 1.632 0.226 -1.684
H: 0.923 1.695 -1.933

LUMO	0.136	hartree
total charge	-1
strongest force on any atom	2.60	eV/A
spin multiplicity	1
total energy	-568.10873	a.u.


[10]
Density functional theory data (the ωB97M-V functional and the def2-TZVPD basis) for a cluster of 2 separate species, C6H7N2O4 in total.

Cartesian coordinates (Å):
C: 1.022 -0.475 -2.505
C: 2.662 -1.187 -0.760
C: 0.628 1.888 -0.560
C: -1.585 -0.637 -0.109
C: -1.415 0.663 2.207
C: -0.735 0.201 0.809
N: 1.453 -0.410 -1.404
N: -0.171 1.333 0.187
O: 0.373 -0.482 -3.472
O: 2.467 -1.302 0.416
O: 1.307 2.602 -1.152
O: 3.509 -1.386 -1.608
H: -1.940 -1.489 0.496
H: -2.421 -0.109 -0.511
H: -0.768 -0.973 -0.924
H: -2.306 1.304 2.049
H: -0.521 1.084 2.875
H: -1.655 -0.267 2.740
H: 0.095 -0.359 1.225

LUMO	0.124	hartree
total charge	-1
strongest force on any atom	5.86	eV/A
spin multiplicity	1
total energy	-643.37970	a.u.


[11]
Density functional theory data (the ωB97M-V functional and the def2-TZVPD basis) for the ion C6H7N2OSi with charge +1.

Cartesian coordinates (Å):
C: -0.964 0.549 -1.784
C: 0.219 -0.090 -1.452
C: -0.883 0.562 0.476
C: 1.048 -0.788 0.899
C: 0.845 -0.432 2.166
C: 1.319 -0.665 -2.204
N: 0.257 -0.101 -0.059
N: -1.524 1.027 -0.604
O: 1.186 -0.820 -3.398
Si: -0.791 0.507 2.330
H: -1.207 0.732 -2.817
H: 2.016 -1.356 0.631
H: 1.358 -1.007 2.848
H: 2.301 -0.904 -1.693
H: -2.383 1.584 -0.771
H: -1.195 1.783 2.649
H: -1.600 -0.581 2.783

LUMO	-0.172	hartree
total charge	+1
strongest force on any atom	3.54	eV/A
spin multiplicity	1
total energy	-706.76238	a.u.


[12]
Density functional theory data (the ωB97M-V functional and the def2-TZVPD basis) for a cluster of 2 separate species, C6H7N3 in total.

Cartesian coordinates (Å):
C: -0.060 2.058 -1.366
C: 1.793 -0.418 1.271
C: 2.311 -0.976 0.186
C: -1.972 -0.651 0.185
C: -1.508 0.797 0.254
C: -0.722 0.907 -0.828
N: 0.393 2.983 -1.852
N: -1.195 -1.219 -0.821
N: -0.526 -0.395 -1.436
H: 1.647 -0.757 2.229
H: 1.389 0.621 1.247
H: 2.255 -0.416 -0.778
H: 2.913 -1.950 0.171
H: -2.090 -1.411 0.995
H: -3.020 -0.690 -0.396
H: -1.608 1.518 0.938

LUMO	-0.018	hartree
total charge	0
strongest force on any atom	4.28	eV/A
spin multiplicity	1
total energy	-396.95358	a.u.


[13]
Density functional theory data (the ωB97M-V functional and the def2-TZVPD basis) for a cluster of 2 separate species, C6H7N3 in total.

Cartesian coordinates (Å):
C: -2.940 0.194 -0.354
C: -0.873 -0.307 -0.637
C: 3.139 1.098 2.123
C: 1.386 -0.118 -1.836
C: 1.951 0.946 2.121
C: 0.200 -0.367 -1.359
N: -1.854 0.726 -0.889
N: -1.439 -1.332 0.085
N: -2.762 -0.945 0.236
H: -3.912 0.722 -0.451
H: 4.165 1.335 2.373
H: -0.983 -1.735 0.904
H: 2.096 0.556 -1.228
H: 1.581 -0.499 -2.806
H: 0.930 0.661 2.072
H: -3.229 -1.238 1.019

LUMO	0.022	hartree
total charge	0
strongest force on any atom	4.98	eV/A
spin multiplicity	1
total energy	-396.87268	a.u.


[14]
Density functional theory data (the ωB97M-V functional and the def2-TZVPD basis) for the molecule C6H7N3O.

Cartesian coordinates (Å):
C: 0.492 -1.788 -1.906
C: -0.290 -2.682 1.413
C: 0.117 -1.686 -0.564
C: 0.036 -0.317 0.111
C: 1.389 0.405 -0.081
C: -1.182 0.366 -0.375
N: 0.722 -1.719 -3.053
N: -0.053 -2.711 0.208
N: -0.189 -0.541 1.508
O: -0.315 0.368 2.284
H: 0.000 -3.187 2.323
H: 1.334 1.181 -0.977
H: 2.325 -0.055 -0.244
H: 1.454 1.122 0.855
H: -1.254 1.375 -0.056
H: -2.180 0.042 -0.141
H: -1.108 0.648 -1.416

LUMO (alpha / beta)	-0.047 / -0.047	hartree
total charge	0
strongest force on any atom	5.67	eV/A
spin multiplicity	1
total energy	-472.10078	a.u.


[15]
Density functional theory data (the ωB97M-V functional and the def2-TZVPD basis) for a cluster of 2 separate species, C6H7N3O6 in total.

Cartesian coordinates (Å):
C: -0.068 -1.919 2.648
C: -1.130 -0.924 0.699
C: 1.171 -0.468 1.024
C: -0.058 0.692 -1.885
C: 1.397 0.575 -2.295
C: -0.688 1.824 -1.137
N: -1.186 -1.672 1.826
N: 1.050 -1.143 2.212
N: -0.017 -0.304 0.322
O: -0.106 -2.719 3.559
O: -2.213 -0.649 0.108
O: 2.232 -0.044 0.616
O: -0.799 -0.141 -2.370
O: -1.808 1.722 -0.642
O: -0.091 3.027 -1.097
H: 1.614 -0.457 -2.374
H: 2.112 1.107 -1.733
H: 1.510 0.901 -3.309
H: -2.150 -2.038 2.269
H: 1.866 -1.103 2.773
H: -1.991 0.043 -0.538
H: -0.647 3.688 -0.679

LUMO	-0.006	hartree
total charge	0
strongest force on any atom	3.84	eV/A
spin multiplicity	1
total energy	-848.61169	a.u.


[16]
Density functional theory data (the ωB97M-V functional and the def2-TZVPD basis) for the molecule C6H7NO.

Cartesian coordinates (Å):
C: 0.630 0.046 -0.661
C: -0.766 -0.619 1.255
N: -0.487 0.257 0.112
O: 1.075 -1.228 -0.854
C: 1.554 0.847 0.631
C: -1.571 -0.006 -1.119
C: 2.331 1.457 1.324
C: -2.522 0.060 -1.861
H: 1.875 -1.221 -1.394
H: 0.740 0.734 -1.501
H: -0.702 -0.015 2.160
H: -0.056 -1.440 1.319
H: -1.778 -1.015 1.186
H: 3.032 1.992 1.908
H: -3.355 0.151 -2.504

LUMO	0.024	hartree
total charge	0
strongest force on any atom	8.46	eV/A
spin multiplicity	1
total energy	-362.55556	a.u.